Molecular formula: C24H26N4O9PTeTi
Method: DFT, wB97M-V/def2-TZVPD

Summary:
- charge = -1
- LUMO (alpha / beta) (eV) = 2.233 / 2.230
- 2S+1 = 3
- ΔE to the lowest compared entry with this formula, charge and spin (kJ/mol) = 148.3
- E_HOMO (alpha / beta) (Ha) = -0.0944 / -0.1992

CARTESIAN COORDINATES (ANGSTROEM)
Ti 1.9770 -1.1584 -0.5116
O -0.2915 -6.1640 -3.3098
C 0.1871 -5.0849 -2.6441
C 0.7050 -5.1865 -1.3499
C 1.1494 -4.0301 -0.7504
N 0.9888 -2.8467 -1.3338
C 0.7545 -2.7858 -2.6413
C 0.2930 -3.8829 -3.3395
C 1.4704 -1.5968 -3.3094
O 1.2399 -1.3251 -4.4682
O 2.3907 -1.1077 -2.5359
C 2.2575 -3.9687 0.3134
O 2.4938 -4.9109 1.0423
O 2.9447 -2.8845 0.1612
H -0.2572 -6.9331 -2.7315
H 0.8741 -6.1414 -0.8670
H 0.1193 -3.8261 -4.4042
C 4.6466 -3.6629 3.5929
C 4.4597 -2.3697 2.8356
O 3.1328 -1.8905 3.1396
P 2.3747 -0.7173 2.3715
O 1.2459 -1.2373 1.5179
Te 3.8239 0.5566 0.9762
O 1.7270 0.0628 3.5993
C 2.5939 0.6304 4.5858
C 1.9130 1.8519 5.1584
H 5.6531 -4.0463 3.4136
H 3.9248 -4.3985 3.2396
H 4.5170 -3.5105 4.6657
H 4.5400 -2.5356 1.7641
H 5.1812 -1.6070 3.1354
H 3.5484 0.9063 4.1259
H 2.7877 -0.1229 5.3524
H 1.7514 2.5899 4.3729
H 2.5328 2.2957 5.9395
H 0.9465 1.5839 5.5859
C -0.7305 1.8568 2.2166
O 0.5309 2.0025 1.5874
H -0.7118 2.2040 3.2562
H -0.9533 0.7921 2.2169
H -1.5233 2.3775 1.6712
H 0.8073 2.9197 1.6347
N -2.9236 3.6107 -2.6917
C -4.1970 4.1246 -2.8041
C -4.7172 5.1994 -3.5049
C -6.0804 5.4433 -3.3743
C -6.8800 4.6340 -2.5632
C -6.3500 3.5588 -1.8641
C -4.9886 3.2929 -1.9858
N -4.2243 2.3015 -1.4153
C -2.9917 2.4993 -1.8612
C -1.8501 1.7083 -1.5513
C -1.9744 0.5041 -0.8061
C -0.8773 -0.2396 -0.5148
N 0.3977 0.1033 -0.8996
C 0.5240 1.2554 -1.6284
C -0.5272 2.0496 -1.9581
H -2.1298 3.8685 -3.2470
H -4.0927 5.8260 -4.1300
H -6.5263 6.2726 -3.9085
H -7.9379 4.8522 -2.4814
H -6.9714 2.9315 -1.2378
H -2.9515 0.1869 -0.4691
H -0.9602 -1.1455 0.0726
H 1.5309 1.5122 -1.9321
H -0.3171 2.9521 -2.5191

Atomic forces in eV per Å
Ti 0.3 -0.1 0.0
O 0.0 0.0 0.0
C 0.0 0.0 0.0
C 0.0 0.0 0.0
C 0.0 0.1 0.1
N 0.5 -0.2 -0.4
C 0.0 0.0 -0.1
C -0.1 0.0 0.0
C 0.0 0.0 0.0
O 0.0 0.1 0.0
O -0.3 0.3 0.0
C 0.0 0.1 -0.1
O -0.1 0.0 0.1
O -0.2 0.0 0.3
H 0.0 0.0 0.0
H 0.0 0.0 0.0
H 0.0 0.0 0.0
C 0.0 0.0 0.0
C 0.0 -0.1 0.0
O 0.1 0.2 0.1
P -0.1 -0.2 -0.1
O 0.0 0.1 0.0
Te 0.1 0.0 -0.1
O 0.0 0.0 0.0
C 0.0 0.0 0.0
C 0.0 0.0 0.0
H 0.0 0.0 0.0
H 0.0 0.0 0.0
H 0.0 0.0 0.0
H 0.0 0.0 0.0
H 0.0 0.0 0.0
H 0.0 0.0 0.0
H 0.0 0.0 0.0
H 0.0 0.0 0.0
H 0.0 0.0 0.0
H 0.0 0.0 0.0
C 0.0 0.0 0.0
O 0.0 0.0 0.1
H 0.0 0.0 0.0
H 0.0 0.0 0.0
H 0.0 0.0 0.0
H 0.0 0.1 -0.1
N 0.0 0.0 0.0
C 0.0 0.0 0.0
C 0.0 0.0 0.0
C 0.0 0.0 0.0
C 0.0 0.0 0.0
C 0.0 0.0 0.0
C 0.0 0.0 0.0
N 0.0 0.0 0.0
C 0.0 0.0 0.0
C 0.1 0.0 0.0
C 0.0 0.0 0.0
C 0.0 0.1 0.1
N -0.1 -0.3 0.0
C 0.0 -0.1 0.0
C -0.1 0.0 0.0
H 0.0 0.0 0.0
H 0.0 0.0 0.0
H 0.0 0.0 0.0
H 0.0 0.0 0.0
H 0.0 0.0 0.0
H 0.0 0.0 0.0
H 0.0 0.0 0.0
H 0.0 0.0 0.0
H 0.0 0.0 0.0



Molecular formula: C24H26N4PdS2Si
Method: DFT, wB97M-V/def2-TZVPD

Summary:
- LUMO (alpha / beta) (eV) = -0.101 / -0.690
- 2S+1 = 3
- ΔE to the lowest compared entry with this formula, charge and spin (kJ/mol) = 16.5
- E_HOMO (alpha / beta) (Ha) = -0.2104 / -0.1959

CARTESIAN COORDINATES (ANGSTROEM)
C 0.6634 1.6533 1.8946
C -0.4446 1.9700 1.0541
C -1.6482 1.8430 1.8857
H -0.3985 2.4584 0.0669
C -1.2339 1.3130 3.1376
C 0.1752 1.1160 3.1125
H 0.7913 0.6993 3.8915
H 1.7062 1.9123 1.6664
H -2.6423 2.1841 1.5934
H -1.9068 1.0998 3.9950
Pd -0.8068 -0.1937 1.4253
C -0.8714 -1.7547 -1.2155
H -1.8796 -1.7502 -0.8124
H -0.2173 -2.5192 -0.8074
H -0.9376 -1.8812 -2.3899
Si 0.2234 0.4941 -1.9124
C 1.9230 -0.0494 -2.4706
C 2.7744 1.0826 -2.3926
H 2.4015 2.1148 -2.3112
C 4.1570 0.9271 -2.2712
H 4.7733 1.8110 -2.0778
C 4.7480 -0.3391 -2.4065
H 5.8378 -0.4320 -2.4702
C 3.9023 -1.4516 -2.5205
H 4.3321 -2.4443 -2.6006
C 2.4979 -1.3373 -2.5584
H 1.8087 -2.2094 -2.5991
C -1.3103 1.1194 -2.7464
C -0.8397 2.0907 -3.6613
H 0.1715 1.9539 -4.0372
C -1.5998 3.2119 -3.8807
H -1.2522 3.9119 -4.6296
C -2.7606 3.4407 -3.1343
H -3.3163 4.3736 -3.2871
C -3.2205 2.4665 -2.2412
H -4.1423 2.6652 -1.6704
C -2.5138 1.2649 -2.0431
H -2.8549 0.4835 -1.3678
H 0.4434 0.1439 -0.3362
H 0.6053 2.0337 -2.1457
N -3.8819 -0.6797 1.8358
C -3.1369 -1.6455 2.4108
N -1.8230 -1.7238 2.2607
C -1.1178 -2.7213 2.9521
C -1.9968 -3.5057 3.6878
S -3.6733 -2.9905 3.4513
C 0.3395 -2.6430 2.8307
C 1.3664 -3.3370 3.4829
S 2.9350 -2.6999 3.0643
C 2.1600 -1.4896 2.0348
N 0.8406 -1.6180 2.0213
N 2.9800 -0.6487 1.3631
H -4.8810 -0.6101 1.9749
H -3.4555 0.0460 1.2144
H -1.6649 -4.3008 4.3506
H 1.2105 -4.1436 4.1972
H 3.9699 -0.7650 1.5142
H 2.6912 -0.0003 0.6274

Atomic forces in eV per Å
C 0.0 0.6 -0.9
C -0.4 1.8 1.2
C 0.7 0.1 -0.9
H 0.0 -0.5 0.7
C -0.7 0.1 1.0
C -0.4 1.0 0.1
H -0.1 0.0 0.2
H -0.6 -0.7 0.0
H 0.4 -0.2 0.2
H 0.6 0.0 -0.8
Pd 1.4 0.3 -1.2
C 0.2 0.8 -2.9
H -0.2 -0.3 0.0
H 0.0 -0.1 0.2
H -0.1 -0.1 2.1
Si 0.4 -0.7 2.9
C 0.5 0.1 -0.3
C 1.1 -0.4 0.5
H 0.0 -0.9 -0.1
C 0.2 -0.3 -0.4
H -0.1 -0.3 -0.3
C -0.7 0.2 0.1
H -0.5 -0.1 0.3
C -0.3 -0.2 -0.4
H 0.1 0.0 0.0
C -0.1 0.8 0.3
H 0.8 0.6 0.0
C -0.3 -0.1 0.4
C -1.6 -0.5 0.4
H -0.3 0.3 -0.4
C 0.1 0.1 -0.6
H -0.1 0.3 0.1
C -0.3 -0.4 0.1
H 0.2 -0.4 0.2
C -0.5 0.3 0.1
H 0.5 -0.1 -0.3
C 0.6 0.7 -1.3
H 0.1 0.2 0.0
H 0.3 1.4 -2.1
H 0.3 -0.9 1.4
N -0.3 0.6 -0.5
C 1.8 -1.6 0.6
N -1.2 -0.5 0.1
C -2.9 0.0 0.4
C 1.3 0.9 -0.9
S 0.9 0.5 -0.2
C 2.9 -0.3 0.7
C -1.8 0.6 -0.6
S -1.1 0.0 0.0
C -0.8 -1.2 0.3
N 1.0 0.1 -0.4
N -0.3 0.3 -0.1
H 0.3 -0.3 0.1
H -0.2 -1.3 0.9
H -0.6 0.1 -0.1
H 0.3 0.3 -0.2
H -0.2 0.1 -0.2
H -0.3 -0.6 0.3



Molecular formula: C24H26O4
Method: DFT, wB97M-V/def2-TZVPD

Summary:
- LUMO (eV) = 0.550
- structure (SMILES) = COc1ccc([C@H](c2ccc3c(c2)CCO3)C2C(=O)CC(C)(C)CC2=O)cc1
- E_HOMO (Ha) = -0.2864

CARTESIAN COORDINATES (ANGSTROEM)
C 0.5904 -5.4133 -0.6613
O -0.2485 -4.5318 -1.4531
C 0.1804 -3.2667 -1.7159
C -0.7036 -2.4531 -2.4660
C -0.6087 -1.0942 -2.3275
C 0.3051 -0.5276 -1.4256
C 0.0681 0.8842 -0.9165
C 1.3306 1.6545 -0.4596
C 2.2002 1.1872 0.5451
C 3.2036 1.9710 1.0767
C 3.4217 3.2137 0.4812
C 2.6624 3.6481 -0.6284
C 1.5943 2.8827 -1.0780
C 3.2168 4.9515 -1.0793
C 4.1911 5.3139 0.0518
O 4.3080 4.1382 0.9328
C -1.0586 0.9197 0.0887
C -2.4042 0.4634 -0.5726
O -2.6704 0.7294 -1.7365
C -3.4494 -0.2303 0.2797
C -2.9350 -1.0097 1.4958
C -4.1104 -1.3751 2.3885
C -2.2163 -2.2880 1.0579
C -1.9997 -0.0943 2.2817
C -0.7895 0.2606 1.4577
O 0.3101 0.0222 1.9346
C 1.3973 -1.3060 -1.0350
C 1.3427 -2.6899 -1.1501
H 0.0777 -6.3792 -0.6682
H 1.5887 -5.5115 -1.1133
H 0.6757 -5.0439 0.3720
H -1.4795 -2.9128 -3.0676
H -1.2705 -0.4684 -2.9132
H -0.3231 1.4802 -1.7504
H 2.0764 0.2091 0.9938
H 3.8050 1.6336 1.9112
H 0.9664 3.2453 -1.8956
H 3.7576 4.8462 -2.0290
H 2.4401 5.7036 -1.2289
H 3.8145 6.1435 0.6641
H 5.1998 5.5670 -0.2958
H -1.2270 1.9993 0.3197
H -4.0453 -0.9073 -0.3517
H -4.1161 0.5777 0.6239
H -4.6458 -0.4712 2.6967
H -4.7984 -2.0345 1.8543
H -3.7466 -1.8886 3.2841
H -1.3988 -2.0753 0.3577
H -1.8025 -2.8021 1.9366
H -2.9263 -2.9667 0.5659
H -2.5200 0.8383 2.5451
H -1.6891 -0.5969 3.2078
H 2.2912 -0.8470 -0.6172
H 2.1681 -3.2986 -0.7683

Atomic forces in eV per Å
C -0.3 0.6 -0.5
O 0.7 -0.8 -0.1
C 0.0 0.5 0.7
C 0.7 -1.0 0.5
C 0.1 0.2 0.0
C 0.6 0.3 -0.3
C 1.5 0.6 -1.0
C -0.3 -0.5 -0.1
C -0.2 0.0 0.0
C 0.5 0.9 -0.5
C -1.0 0.0 -0.4
C 0.4 -0.9 1.0
C 0.3 0.0 0.3
C 0.2 0.4 -0.5
C 0.1 -0.1 0.6
O 0.1 0.5 -0.7
C -0.6 0.1 0.6
C -0.4 0.2 -0.7
O 0.5 0.1 1.5
C -0.1 -0.3 0.1
C -0.2 0.2 -0.1
C 0.0 0.0 0.0
C 0.0 0.0 0.0
C -0.1 0.1 0.0
C 0.6 -0.5 1.0
O -1.4 0.2 -0.8
C -0.4 0.0 0.0
C -0.6 -0.6 -0.4
H 0.1 0.2 0.0
H -0.3 0.0 0.2
H 0.0 0.0 -0.3
H 0.1 0.0 0.1
H 0.0 0.0 0.3
H 0.0 -0.2 0.0
H -0.1 0.5 -0.3
H 0.0 0.0 -0.1
H 0.1 -0.1 0.2
H -0.1 0.0 0.1
H 0.1 0.1 0.1
H 0.1 -0.2 -0.1
H -0.3 -0.1 0.1
H -0.1 -0.5 0.1
H 0.2 0.4 0.0
H 0.1 -0.2 -0.1
H 0.0 -0.1 0.0
H -0.1 0.0 0.1
H -0.1 0.0 -0.1
H -0.1 -0.1 0.1
H 0.0 0.1 -0.2
H 0.2 0.1 0.0
H -0.1 -0.1 0.0
H 0.1 0.3 -0.3
H -0.4 -0.2 0.0
H -0.5 0.2 -0.1



| no. | electronic energy (eV) | M (g mol⁻¹) |
| --- | --- | --- |
| 1 | -89404.058 | 720.93 |
| 2 | -64290.693 | 569.14 |
| 3 | -33498.859 | 378.47 |